Entry 1:
{"formula": "C4H6O2", "method": "ωB97M-V with the def2-TZVPD basis set", "homo_lumo_gap_ev": 11.3, "lumo_energy_ev": 0.85, "homo_ev": -10.482, "elements": ["C", "C", "H", "H", "C", "H", "C", "O", "H", "H", "H", "O"], "positions_angstrom": [[-1.00240, 0.76174, 0.26887], [-0.65663, -0.71975, 0.25029], [-1.61291, 1.04262, 1.12676], [-1.52372, 1.05437, -0.64972], [1.25048, 0.68651, -0.27070], [-0.61590, -1.12372, 1.26508], [0.70968, -0.69000, -0.37604], [0.24334, 1.45584, 0.33635], [1.46659, -1.21087, 0.26167], [0.77043, -1.06309, -1.39378], [-1.36507, -1.31688, -0.32459], [2.33611, 1.12323, -0.49418]], "forces_ev_per_a": [[-0.39, 0.09, -0.01], [-0.27, -0.04, 0.10], [0.13, 0.12, -0.06], [0.03, 0.05, 0.10], [-1.14, 1.55, 0.96], [-0.01, 0.07, -0.12], [1.70, -1.42, 0.45], [0.82, -0.05, -0.56], [-0.60, -0.25, -0.78], [0.08, -0.08, -0.04], [-0.02, 0.11, 0.08], [-0.33, -0.15, -0.12]]}

---

Entry 2:
{"formula": "C18H32Cl16F6HgNO4S2", "method": "ωB97M-V with the def2-TZVPD basis set", "homo_lumo_gap_ev": [9.6, 5.9], "lumo_energy_ev": [-0.76, -4.55], "s2": 0.75, "spin_multiplicity": 2, "homo_ev": [-10.410, -10.410], "elements": ["H", "O", "H", "C", "Cl", "H", "Cl", "H", "H", "Cl", "Cl", "H", "C", "Cl", "Cl", "C", "H", "F", "H", "H", "H", "H", "S", "O", "H", "H", "H", "Cl", "Cl", "C", "F", "Cl", "N", "H", "Cl", "C", "Cl", "H", "H", "O", "H", "C", "H", "F", "C", "Cl", "C", "Cl", "H", "H", "H", "H", "H", "H", "C", "C", "S", "Cl", "O", "F", "Cl", "Cl", "H", "H", "H", "Hg", "C", "H", "F", "H", "H", "C", "C", "C", "C", "C", "C", "F", "C", "H"], "positions_angstrom": [[-4.49227, 5.16975, 2.76407], [-0.61875, -2.44664, 1.49477], [2.71253, 5.18997, -1.44797], [3.64676, -1.05747, 0.10656], [0.07257, 1.17534, -2.57674], [-2.63441, 3.41564, 2.77538], [3.06056, 3.04004, -0.74334], [-3.33631, 5.78398, 3.90826], [-2.05439, 2.29623, -0.82600], [-5.17105, 5.09577, 4.98320], [-3.77240, 3.90002, -0.34068], [7.76570, 1.31061, -4.09244], [-2.53227, -2.30120, -2.49384], [0.40802, 3.82661, 0.97310], [7.31443, 1.65421, -1.17942], [-5.44098, -1.19681, 4.73828], [-1.92743, 3.71149, -1.83430], [-1.53195, 1.00250, 1.38196], [-5.27887, -2.25179, 4.95930], [-2.33469, -1.23736, -2.62535], [-5.39288, -0.74646, 5.72973], [0.30592, 5.43203, -0.61334], [1.97307, -1.86096, 0.69265], [2.29916, -3.22686, 0.97842], [2.41460, 1.39595, -2.58172], [1.21562, -0.60181, -4.74234], [-2.69417, -2.27655, -1.41622], [8.99168, -0.58803, -3.27415], [-2.36672, 3.37054, 5.12923], [0.16594, -7.22787, 1.41043], [0.36819, 0.82831, 0.27324], [1.58537, -8.04968, 0.71470], [1.71888, -0.97220, 2.06417], [5.57118, 0.95943, -2.63915], [-4.28352, -1.62276, 2.36971], [-4.34009, -0.63957, 3.78428], [-0.61374, -2.76025, -4.25072], [-0.43301, -5.22573, 1.78844], [-0.10359, -7.84524, 2.26734], [-0.66499, -0.66676, 3.25494], [2.70199, 5.11786, 0.32688], [-4.00037, 4.94268, 3.70988], [-1.42715, -4.24650, -2.66911], [-1.29223, -0.48073, -0.24548], [1.84025, -0.39728, -3.87280], [3.57154, -0.59535, -4.20783], [0.85720, 4.49236, -0.57845], [1.69166, -5.45456, 2.93855], [-4.44369, 0.38847, 3.43713], [-0.50632, -2.84447, -1.96457], [-4.00830, 2.79042, 3.86724], [1.70275, 1.71809, -4.13877], [-3.36941, -0.76044, 4.26518], [6.95533, -0.32231, -4.31120], [2.36660, 4.62228, -0.58417], [0.49871, -5.77631, 1.65865], [-0.04166, -1.16559, 2.00323], [-4.02786, -2.88317, -3.27845], [1.15626, -1.74746, -0.52144], [3.37301, 0.10332, -0.36909], [-4.19824, 0.73826, -1.78129], [-7.02440, -0.96890, 3.91637], [0.90924, -5.33343, 0.75123], [0.62926, 3.82963, -1.41327], [-0.58440, -7.36047, 0.63100], [2.60437, -0.09569, 3.87758], [-1.29788, -3.16453, -2.64213], [6.50864, -0.43397, -1.96314], [4.22797, -1.77001, -0.82603], [-4.12210, 2.72685, -3.04913], [-2.61489, 1.86784, -3.17192], [-0.68936, 0.15691, 0.77164], [7.49261, 0.35420, -3.64656], [1.67357, 1.03115, -3.29298], [-2.63348, 2.97331, -1.45395], [-3.39240, 2.16348, -2.46753], [-3.27557, 3.56590, 3.64396], [4.41932, -1.01455, 1.23468], [6.55762, 0.56664, -2.39267], [1.64011, -1.09038, -3.05569]], "forces_ev_per_a": [[-0.07, -0.27, -0.02], [2.45, 2.80, 1.23], [-0.13, 0.12, 0.05], [-1.57, -2.06, 1.97], [-0.57, 0.15, 0.03], [-0.31, 0.07, 0.05], [0.76, -0.87, 0.25], [0.49, -0.38, -0.25], [-0.14, 0.10, 0.15], [-0.85, -0.36, 0.72], [0.59, -0.43, -0.41], [0.05, -0.30, -0.12], [0.16, -0.26, 2.13], [-0.67, -0.65, 0.80], [-0.21, -0.16, -0.23], [0.69, 0.64, -0.64], [-0.37, -0.07, -0.44], [0.73, -0.87, -0.62], [-0.08, -0.08, -0.61], [-0.04, -0.20, -1.03], [-0.40, 0.62, -0.27], [0.37, 0.06, -0.46], [4.08, -2.22, -3.75], [0.10, 0.47, 0.80], [-0.08, -0.72, 0.00], [0.26, 0.14, 0.15], [-0.64, -0.43, 0.18], [-0.44, 0.54, 0.16], [1.40, 0.01, 0.91], [0.51, -0.53, -0.16], [-0.87, -0.09, 0.74], [0.52, -0.35, -0.16], [-4.36, -1.04, -2.05], [0.24, -0.07, -0.18], [0.22, -0.86, -1.49], [-0.10, -0.35, 1.62], [0.39, -0.23, -0.73], [0.09, 0.09, 0.73], [-0.11, 0.51, 0.16], [2.36, -0.78, -1.62], [0.18, -0.20, -0.07], [1.08, 0.04, -1.24], [-0.31, 0.25, 0.39], [0.01, 0.78, 1.06], [0.24, 0.75, 1.85], [0.34, -0.12, -0.51], [0.52, 0.37, -0.36], [-0.47, -0.33, 0.15], [-0.40, -0.04, 0.48], [-0.37, -0.19, 0.35], [-0.25, -0.01, -1.30], [-0.02, 0.16, 0.07], [-0.01, 0.20, 0.13], [-0.07, 0.46, -0.25], [-0.41, 1.44, -0.28], [-0.58, 0.31, -0.82], [-4.45, -0.35, 2.34], [0.65, 0.27, 0.01], [0.20, 1.38, 1.91], [0.17, 2.00, -0.26], [0.13, 0.18, 0.01], [0.18, -0.10, 0.70], [0.21, -0.20, 0.03], [-0.62, -0.04, 0.24], [-0.21, 0.45, 0.24], [0.05, -0.01, 0.13], [0.15, 0.72, -1.25], [-0.42, 0.23, 0.34], [0.21, -0.41, 0.15], [-0.04, 0.07, 0.33], [-0.16, -0.54, -0.13], [0.87, -0.21, -1.05], [-0.89, 0.01, 1.02], [0.11, -0.16, -1.63], [-0.56, 0.22, 1.28], [0.54, 0.52, -0.72], [-1.45, 0.88, 1.04], [-0.04, 0.46, -0.95], [1.69, -0.72, -0.71], [-0.26, -0.18, -0.34]]}

---

Going through the records in order, we get largest force on an atom values of 0.04398; 0.11616 Eh/bohr.
Going through the records in order, we get electronic energy values of -306.49846; -9972.68073 a.u..